Record 1
This record from the OMol25 dataset describes a structure of composition C47H52BBr2ClCsN11O6S. The level of theory is the ωB97M-V functional and the def2-TZVPD basis.

LUMO energy = 0.1201 Ha
Gap between HOMO and LUMO = 5.844 eV
Total charge = -2
ΔE to the lowest compared entry with this formula, charge and spin = 8.9 kcal per mole

XYZ file:
```
122
C47H52BBr2ClCsN11O6S | the OMol25 dataset | the ωB97M-V functional and the def2-TZVPD basis
Cs -0.623 1.400 0.254
Br -7.108 4.553 5.727
C -5.848 3.864 4.480
C -5.104 4.731 3.708
C -4.229 4.157 2.793
N -4.070 2.848 2.654
C -4.764 2.031 3.436
C -5.695 2.498 4.361
C -4.465 0.566 3.288
C -4.940 -0.377 4.193
C -4.559 -1.695 4.009
Br -5.178 -3.014 5.230
C -3.727 -2.057 2.974
C -3.319 -1.030 2.132
N -3.682 0.232 2.271
H -5.197 5.803 3.802
H -3.623 4.782 2.144
H -6.282 1.830 4.971
H -5.558 -0.109 5.035
H -3.376 -3.069 2.842
H -2.667 -1.240 1.295
O -1.599 5.634 0.895
C -2.193 6.047 -0.326
C -3.399 5.208 -0.663
C -4.475 5.723 -1.380
C -5.532 4.887 -1.686
C -5.492 3.567 -1.263
C -4.385 3.145 -0.545
N -3.364 3.944 -0.253
H -1.509 4.673 0.818
H -1.500 5.954 -1.169
H -2.479 7.094 -0.208
H -4.467 6.758 -1.698
H -6.381 5.260 -2.248
H -6.297 2.878 -1.483
H -4.305 2.126 -0.181
C 7.191 1.766 1.243
C 5.896 1.590 0.491
C 4.740 1.161 1.137
C 3.550 1.010 0.442
C 3.497 1.302 -0.913
C 4.641 1.723 -1.575
C 5.832 1.856 -0.874
S 1.896 1.378 -1.711
O 2.147 1.379 -3.146
O 1.197 0.187 -1.209
N 1.346 2.682 -1.110
C 0.839 3.695 -2.032
C -0.654 3.521 -2.410
O -1.220 4.539 -2.866
O -1.145 2.374 -2.224
H 7.065 1.520 2.298
H 7.547 2.797 1.180
H 7.977 1.124 0.839
H 4.768 0.937 2.198
H 2.659 0.642 0.932
H 4.584 1.957 -2.630
H 6.726 2.184 -1.395
H 1.362 3.685 -2.996
H 0.955 4.691 -1.602
B -0.059 -0.655 5.193
N 0.557 -1.114 3.848
C 1.859 -1.214 3.530
C 1.959 -1.639 2.217
C 0.618 -1.760 1.816
N -0.214 -1.443 2.802
N -0.830 0.686 4.977
C -1.974 1.049 5.584
C -2.252 2.360 5.243
C -1.190 2.708 4.389
N -0.337 1.699 4.243
H 0.863 -0.503 5.980
H -0.872 -1.469 5.598
H 2.618 -0.964 4.254
H 2.854 -1.811 1.642
H 0.223 -2.035 0.847
H -2.507 0.348 6.207
H -3.094 2.963 5.547
H -1.018 3.639 3.868
C 2.759 -5.336 -1.345
C 1.470 -4.503 -1.406
C 1.887 -3.029 -1.335
C 0.651 -4.846 -0.152
C 0.658 -4.879 -2.685
O 0.330 -6.291 -2.616
C 1.379 -4.735 -4.048
C 1.630 -3.375 -4.714
C 3.037 -2.829 -4.622
C 3.251 -1.477 -4.383
C 4.537 -0.955 -4.325
C 5.618 -1.798 -4.517
Cl 7.245 -1.158 -4.446
C 5.436 -3.145 -4.760
C 4.146 -3.649 -4.812
C -0.787 -4.310 -2.744
N -1.103 -2.932 -2.411
C -1.780 -2.502 -1.337
N -1.976 -1.209 -1.387
C -1.397 -0.863 -2.577
N -0.882 -1.883 -3.245
H 3.304 -5.057 -0.441
H 3.420 -5.137 -2.191
H 2.571 -6.412 -1.279
H 2.307 -2.832 -0.346
H 1.076 -2.317 -1.471
H 2.660 -2.794 -2.063
H 1.274 -4.725 0.735
H 0.280 -5.871 -0.185
H -0.195 -4.173 -0.024
H 1.161 -6.777 -2.633
H 0.741 -5.327 -4.709
H 2.322 -5.282 -3.979
H 0.933 -2.628 -4.338
H 1.401 -3.475 -5.779
H 2.414 -0.812 -4.191
H 4.680 0.090 -4.099
H 6.292 -3.791 -4.906
H 4.015 -4.708 -5.010
H -1.374 -4.923 -2.061
H -1.157 -4.492 -3.754
H -2.093 -3.162 -0.543
H -1.354 0.162 -2.925
```

***

Record 2
This record from the OMol25 dataset describes a cluster of 2 separate species, C4H2IPS in total. The level of theory is the ωB97M-V functional and the def2-TZVPD basis.

LUMO energy (spin up / spin down) = -0.1263 / -0.1261 Ha
Gap between HOMO and LUMO (spin up / spin down) = 4.243 / 4.245 eV
ΔE to the lowest compared entry with this formula, charge and spin = 57.5 kcal per mole

XYZ file:
```
9
C4H2IPS | the OMol25 dataset | the ωB97M-V functional and the def2-TZVPD basis
C -1.053 -2.577 -1.239
C 0.210 1.084 0.753
C -1.416 -1.932 -0.301
C -0.553 0.129 0.857
P -1.859 -1.006 1.059
S 0.719 -2.426 3.569
I 2.306 -2.160 1.891
H -0.985 -3.093 -2.106
H 1.064 1.671 1.057
```

***

Record 3
This record from the OMol25 dataset describes the molecule C4H4N4. The level of theory is the ωB97M-V functional and the def2-TZVPD basis.

SMILES = [H]/N=C(/C#N)[C@H](N)C#N
LUMO energy = -0.0148 Ha
Gap between HOMO and LUMO = 10.383 eV
ΔE to the lowest compared entry with this formula, charge and spin = 47.6 kcal per mole

XYZ file:
```
12
C4H4N4 | the OMol25 dataset | the ωB97M-V functional and the def2-TZVPD basis
H 1.111 1.814 -0.665
N 0.110 1.848 -0.670
C -0.510 0.873 -0.167
C -1.867 0.975 0.060
N -2.948 1.013 0.413
C 0.189 -0.378 0.458
N 1.555 -0.422 0.019
C -0.431 -1.643 0.186
N -0.963 -2.498 -0.375
H 0.177 -0.035 1.467
H 1.364 -0.314 -1.000
H 2.214 -1.235 0.273
```

***

Record 4
This record from the OMol25 dataset describes the molecule C6H10O. The level of theory is the ωB97M-V functional and the def2-TZVPD basis.

SMILES = C[C@H]1C[C@H]2OC[C@@H]12
LUMO energy = 0.0399 Ha
Gap between HOMO and LUMO = 10.520 eV
ΔE to the lowest compared entry with this formula, charge and spin = 33.7 kcal per mole

XYZ file:
```
17
C6H10O | the OMol25 dataset | the ωB97M-V functional and the def2-TZVPD basis
C 1.733 -0.565 -0.300
C 0.777 0.333 0.472
C 0.078 1.459 -0.345
C -1.280 0.806 -0.064
O -1.625 -0.226 -1.008
C -1.221 -1.258 -0.087
C -0.621 -0.233 0.870
H 2.046 -1.435 0.289
H 2.636 -0.007 -0.578
H 1.278 -0.926 -1.229
H 1.287 0.735 1.353
H 0.171 2.446 0.122
H 0.347 1.535 -1.402
H -2.138 1.439 0.186
H -0.544 -1.987 -0.548
H -2.090 -1.787 0.330
H -0.833 -0.329 1.937
```